ORCA calculation (ωB97M-V/def2-TZVPD) on C4H5NO in the gas phase in a non-equilibrium geometry.

Geometry as XYZ:
```
11
Properties=species:S:1:pos:R:3:lowdin_charge:R:1
C -1.21 -0.98 -0.53 0.031
C 0.10 -1.09 -0.32 -0.139
C 0.78 -0.06 0.52 -0.158
N 1.00 1.29 -0.03 0.145
C -0.07 1.26 0.71 -0.445
O -1.03 1.91 1.04 0.079
H -1.75 -1.60 -1.24 0.060
H -1.78 -0.23 0.02 0.061
H 0.67 -1.93 -0.73 0.094
H 1.63 -0.42 1.11 0.127
H 1.66 1.86 -0.54 0.146
```

Properties
Energy (hartree): -285.3179
SMILES: C=C[C@H]1NC1=O
Orbital gap (eV): 10.384
2S+1: 1
LUMO level (eV): 0.90